{
  "formula": "C24H50N2O10PS2",
  "method": "wB97M-V/def2-TZVPD",
  "homo_energy_ha": -0.1765,
  "charge": -1,
  "symbols": ["C", "C", "N", "C", "S", "O", "O", "N", "S", "O", "O", "P", "C", "O", "H", "H", "H", "H", "H", "H", "H", "H", "H", "H", "C", "C", "C", "O", "C", "H", "H", "H", "H", "H", "H", "H", "H", "C", "C", "C", "O", "C", "H", "H", "H", "H", "H", "H", "H", "H", "C", "C", "C", "O", "C", "H", "H", "H", "H", "H", "H", "H", "H", "C", "C", "C", "O", "C", "H", "H", "H", "H", "H", "H", "H", "H", "C", "C", "C", "O", "C", "H", "H", "H", "H", "H", "H", "H", "H"],
  "positions_angstrom": [[2.753, -0.595, 2.914], [1.893, -1.028, 1.755], [1.849, -2.212, 1.295], [1.011, 0.005, 1.115], [-0.054, 0.975, 2.214], [0.746, 2.156, 2.494], [-1.253, 1.234, 1.440], [-0.313, 0.268, 3.613], [-1.116, -1.130, 3.716], [-0.312, -2.284, 3.355], [-1.675, -1.180, 5.053], [-2.859, -1.392, 2.449], [-2.135, -1.453, 0.770], [-3.691, 0.023, 2.505], [2.181, -0.782, 3.821], [3.677, -1.170, 2.903], [2.990, 0.463, 2.839], [2.486, -2.817, 1.811], [0.467, -0.432, 0.285], [1.662, 0.766, 0.686], [-1.181, -1.978, 0.830], [-2.813, -2.056, 0.169], [-2.006, -0.467, 0.328], [-3.784, 0.343, 1.606], [-1.953, -5.814, -1.755], [-0.921, -5.538, -2.846], [-0.951, -4.016, -2.916], [-1.267, -3.559, -1.606], [-1.705, -4.654, -0.798], [-1.838, -6.785, -1.276], [-2.962, -5.755, -2.170], [0.064, -5.881, -2.524], [-1.150, -6.010, -3.802], [-1.727, -3.666, -3.609], [0.004, -3.585, -3.222], [-0.918, -4.890, -0.076], [-2.597, -4.357, -0.247], [-0.026, 2.050, -3.881], [1.104, 2.840, -3.229], [0.925, 2.478, -1.758], [0.388, 1.157, -1.734], [-0.044, 0.778, -3.042], [0.127, 1.852, -4.940], [-0.970, 2.587, -3.761], [2.067, 2.480, -3.595], [1.053, 3.914, -3.408], [0.217, 3.149, -1.260], [1.861, 2.494, -1.196], [0.650, 0.036, -3.434], [-1.036, 0.327, -2.979], [4.301, -0.864, -4.977], [4.192, -0.344, -6.408], [2.684, -0.193, -6.562], [2.170, 0.128, -5.268], [3.190, -0.091, -4.281], [5.276, -0.698, -4.521], [4.090, -1.935, -4.950], [4.680, 0.630, -6.492], [4.627, -1.008, -7.153], [2.226, -1.130, -6.898], [2.405, 0.597, -7.260], [3.549, 0.879, -3.924], [2.761, -0.630, -3.436], [-7.512, 2.562, 2.470], [-8.539, 1.432, 2.486], [-7.946, 0.467, 1.466], [-6.534, 0.624, 1.538], [-6.208, 1.789, 2.306], [-7.522, 3.178, 3.367], [-7.683, 3.211, 1.607], [-8.568, 0.966, 3.473], [-9.549, 1.749, 2.227], [-8.279, 0.713, 0.450], [-8.198, -0.575, 1.668], [-5.804, 1.475, 3.270], [-5.439, 2.358, 1.782], [5.373, 3.052, 5.536], [4.379, 3.792, 4.642], [4.727, 3.236, 3.268], [5.190, 1.902, 3.482], [5.413, 1.681, 4.873], [5.070, 3.004, 6.581], [6.355, 3.528, 5.485], [3.357, 3.516, 4.908], [4.464, 4.876, 4.691], [5.531, 3.814, 2.796], [3.870, 3.213, 2.594], [4.616, 1.035, 5.257], [6.367, 1.168, 5.004]]
}



{
  "formula": "C24H50NO13S5",
  "method": "wB97M-V/def2-TZVPD",
  "homo_energy_ha": -0.4321,
  "charge": 1,
  "e_above_lowest_ev": 2.2847,
  "symbols": ["N", "H", "H", "H", "H", "C", "C", "C", "O", "C", "O", "O", "H", "H", "H", "H", "H", "H", "C", "C", "C", "S", "O", "O", "C", "H", "H", "H", "H", "H", "H", "H", "H", "C", "C", "C", "S", "O", "O", "C", "H", "H", "H", "H", "H", "H", "H", "H", "C", "C", "C", "S", "O", "O", "C", "H", "H", "H", "H", "H", "H", "H", "H", "C", "C", "C", "S", "O", "O", "C", "H", "H", "H", "H", "H", "H", "H", "H", "C", "C", "C", "S", "O", "O", "C", "H", "H", "H", "H", "H", "H", "H", "H"],
  "positions_angstrom": [[-0.087, -0.615, -0.264], [0.808, -1.007, -0.187], [-0.468, -1.334, -0.826], [-0.046, 0.161, -0.955], [-0.504, -0.284, 0.576], [3.462, 1.958, 5.135], [2.710, 0.733, 4.502], [1.134, 0.964, 4.244], [1.095, 0.683, 2.775], [2.239, 0.637, 2.302], [2.498, 0.445, 1.112], [3.213, 0.687, 3.232], [3.405, 2.755, 4.438], [4.475, 1.687, 5.118], [3.186, 2.127, 6.105], [2.814, -0.254, 5.062], [0.909, 1.986, 4.381], [0.482, 0.501, 5.003], [-1.360, 4.782, -3.656], [-2.857, 4.955, -3.986], [-3.567, 3.736, -3.355], [-2.264, 2.482, -3.516], [-2.641, 1.528, -4.448], [-1.844, 2.080, -2.276], [-0.864, 3.378, -4.162], [-1.095, 4.861, -2.677], [-0.770, 5.657, -4.241], [-3.045, 4.926, -5.024], [-3.447, 5.885, -3.743], [-4.418, 3.506, -3.714], [-3.670, 3.769, -2.289], [-0.656, 3.426, -5.232], [-0.159, 3.003, -3.595], [-4.334, -1.223, 3.791], [-2.975, -1.989, 3.782], [-3.122, -3.112, 2.777], [-4.105, -2.422, 1.495], [-5.036, -3.440, 1.066], [-3.110, -1.720, 0.699], [-4.987, -1.247, 2.410], [-4.016, -0.230, 4.074], [-5.044, -1.362, 4.519], [-2.693, -2.449, 4.892], [-2.437, -1.162, 3.431], [-3.776, -4.005, 3.131], [-2.236, -3.409, 2.616], [-6.079, -1.588, 2.379], [-4.882, -0.398, 1.759], [0.773, -4.464, -4.520], [0.521, -5.871, -3.982], [0.492, -5.824, -2.469], [1.378, -4.306, -2.061], [2.485, -4.678, -1.259], [0.362, -3.312, -1.570], [1.792, -3.874, -3.768], [-0.014, -3.774, -4.374], [1.064, -4.528, -5.812], [1.279, -6.513, -4.135], [-0.413, -6.154, -4.278], [1.263, -6.695, -2.221], [-0.472, -5.882, -2.076], [2.783, -4.304, -3.981], [2.112, -2.855, -3.792], [-2.525, 4.271, 2.976], [-3.444, 3.058, 2.614], [-3.305, 2.903, 1.074], [-1.703, 3.318, 0.695], [-1.666, 4.412, -0.181], [-0.931, 2.099, 0.347], [-1.178, 4.036, 2.303], [-2.514, 4.285, 4.008], [-3.154, 5.079, 2.587], [-4.402, 3.311, 2.868], [-3.001, 2.164, 3.274], [-3.760, 3.618, 0.549], [-3.375, 1.780, 0.579], [-0.459, 4.915, 2.262], [-0.824, 3.273, 2.790], [6.311, -1.804, -0.241], [6.375, -0.447, -0.971], [4.912, -0.054, -1.450], [4.095, -1.507, -1.847], [4.143, -1.607, -3.253], [2.814, -1.659, -1.197], [5.319, -2.577, -1.059], [5.860, -1.486, 0.828], [6.991, -2.352, -0.099], [6.914, -0.626, -2.009], [6.986, 0.318, -0.244], [5.162, 0.288, -2.453], [4.490, 0.454, -0.657], [5.985, -3.197, -1.870], [4.642, -3.284, -0.578]]
}



{
  "formula": "C24H51BGeN8NiSbSe",
  "method": "wB97M-V/def2-TZVPD",
  "homo_energy_ha": [-0.3667, -0.3667],
  "charge": 1,
  "e_above_lowest_ev": 0.0000,
  "symbols": ["Ni", "C", "C", "N", "N", "C", "B", "N", "C", "C", "C", "N", "N", "C", "C", "C", "N", "H", "H", "H", "H", "H", "H", "H", "H", "H", "H", "C", "Ge", "C", "C", "C", "Se", "C", "H", "H", "H", "H", "H", "H", "H", "H", "H", "H", "H", "H", "H", "H", "C", "C", "C", "C", "N", "N", "H", "H", "H", "H", "H", "H", "H", "H", "H", "H", "H", "H", "C", "C", "Sb", "C", "C", "C", "C", "H", "H", "H", "H", "H", "H", "H", "H", "H", "H", "H", "H", "H", "H", "H"],
  "positions_angstrom": [[-1.507, 1.031, 0.875], [-1.901, 1.864, -3.109], [-2.103, 1.026, -2.015], [-1.689, 1.631, -0.904], [-1.214, 2.837, -1.248], [-1.327, 3.001, -2.571], [-0.672, 3.788, -0.157], [-1.789, 4.032, 0.873], [-2.295, 5.211, 1.273], [-3.263, 4.970, 2.222], [-3.281, 3.578, 2.341], [-2.391, 3.011, 1.530], [0.495, 3.059, 0.545], [1.777, 3.409, 0.714], [2.407, 2.420, 1.447], [1.407, 1.478, 1.681], [0.263, 1.875, 1.130], [-2.141, 1.671, -4.139], [-2.517, 0.032, -1.978], [-1.000, 3.916, -3.036], [-0.302, 4.815, -0.644], [-1.931, 6.133, 0.852], [-3.868, 5.688, 2.746], [-3.905, 2.976, 2.981], [2.147, 4.339, 0.317], [3.434, 2.387, 1.762], [1.468, 0.544, 2.217], [-1.350, -2.503, -1.673], [-0.927, -4.097, -0.604], [-1.043, -5.701, -1.698], [-2.127, -4.235, 0.941], [0.894, -3.885, 0.107], [1.165, -2.094, 0.839], [2.374, -2.577, 2.289], [-2.420, -2.281, -1.647], [-1.077, -2.687, -2.712], [-0.789, -1.615, -1.364], [-2.050, -5.820, -2.097], [-0.801, -6.588, -1.112], [-0.348, -5.640, -2.535], [-3.168, -4.108, 0.638], [-1.888, -3.503, 1.715], [-2.030, -5.222, 1.395], [1.655, -4.062, -0.653], [1.046, -4.594, 0.921], [1.896, -3.298, 2.947], [2.613, -1.673, 2.847], [3.287, -2.990, 1.870], [-1.371, 0.807, 4.386], [-2.147, -0.240, 3.596], [-2.007, -1.625, 4.217], [-3.615, 0.146, 3.449], [-1.494, -0.252, 2.245], [-2.238, -0.768, 1.138], [-1.737, 0.836, 5.412], [-1.486, 1.793, 3.936], [-0.307, 0.563, 4.417], [-2.476, -1.636, 5.200], [-0.957, -1.898, 4.342], [-2.497, -2.389, 3.608], [-3.997, 0.471, 4.415], [-4.234, -0.698, 3.135], [-3.742, 0.965, 2.741], [-0.608, -0.767, 2.282], [-3.190, -1.013, 1.390], [-1.768, -1.562, 0.707], [3.769, 2.164, -3.887], [2.301, 2.053, -3.493], [1.758, 0.567, -2.011], [3.685, 0.355, -1.047], [4.712, -0.570, -1.690], [1.778, -1.184, -3.293], [2.666, -1.178, -4.532], [3.927, 2.992, -4.582], [4.127, 1.257, -4.372], [4.406, 2.346, -3.020], [1.673, 1.847, -4.365], [1.945, 3.002, -3.084], [3.452, 0.017, -0.035], [4.078, 1.369, -0.948], [4.308, -1.573, -1.842], [5.601, -0.668, -1.062], [5.039, -0.196, -2.660], [0.734, -1.311, -3.587], [2.017, -2.030, -2.641], [2.448, -0.322, -5.173], [2.508, -2.078, -5.131], [3.723, -1.137, -4.275]]
}



{
  "formula": "C24H51ClN3O13",
  "method": "wB97M-V/def2-TZVPD",
  "multiplicity": 2,
  "homo_energy_ha": [0.0879, -0.1748],
  "s2": 0.751,
  "charge": -2,
  "symbols": ["Cl", "O", "O", "O", "O", "O", "C", "O", "C", "C", "C", "H", "H", "H", "H", "H", "H", "O", "C", "O", "C", "C", "C", "H", "H", "H", "H", "H", "H", "O", "C", "O", "C", "C", "C", "H", "H", "H", "H", "H", "H", "C", "C", "C", "O", "C", "N", "H", "H", "H", "H", "H", "H", "H", "H", "H", "H", "H", "C", "C", "C", "O", "C", "N", "H", "H", "H", "H", "H", "H", "H", "H", "H", "H", "H", "C", "C", "C", "O", "C", "N", "H", "H", "H", "H", "H", "H", "H", "H", "H", "H", "H"],
  "positions_angstrom": [[-1.096, -1.881, 1.122], [-1.112, -2.935, 0.146], [-1.974, -0.805, 0.803], [-1.476, -2.568, 2.298], [0.219, -1.290, 1.204], [-2.035, 2.746, 6.893], [-1.925, 2.024, 5.949], [-2.753, 1.072, 5.706], [-2.342, 0.265, 4.613], [-0.891, 0.579, 4.381], [-0.654, 1.947, 5.056], [-2.903, 0.425, 3.692], [-2.414, -0.821, 4.678], [-0.663, 0.478, 3.320], [-0.245, -0.129, 4.899], [-0.505, 2.803, 4.398], [0.239, 1.977, 5.679], [-3.714, -6.086, -2.529], [-3.925, -5.688, -1.420], [-5.135, -5.156, -1.108], [-5.202, -4.676, 0.279], [-4.164, -5.575, 0.933], [-3.057, -5.644, -0.146], [-6.167, -4.939, 0.712], [-4.900, -3.630, 0.224], [-4.527, -6.524, 1.327], [-3.712, -5.055, 1.778], [-2.333, -6.443, 0.015], [-2.625, -4.651, -0.271], [-5.077, -3.377, -5.492], [-4.257, -3.135, -4.617], [-2.940, -3.475, -4.808], [-2.110, -3.228, -3.624], [-2.906, -2.135, -2.958], [-4.385, -2.378, -3.396], [-1.071, -3.024, -3.881], [-1.981, -4.014, -2.879], [-2.517, -1.131, -3.125], [-2.798, -2.191, -1.875], [-4.847, -1.393, -3.463], [-4.882, -2.957, -2.618], [0.587, 4.482, 2.226], [0.884, 3.493, 1.081], [2.163, 3.916, 0.225], [2.421, 3.076, -0.872], [3.656, 3.263, -1.557], [0.945, 2.201, 1.722], [-0.420, 4.386, 2.633], [0.727, 5.513, 1.901], [1.283, 4.316, 3.049], [0.138, 3.485, 0.286], [3.027, 3.928, 0.890], [2.112, 4.969, -0.053], [3.701, 2.581, -2.407], [4.476, 3.142, -0.849], [3.725, 4.289, -1.918], [1.301, 1.385, 1.245], [0.063, 1.857, 2.075], [-0.845, 4.442, -4.445], [0.044, 3.721, -3.452], [0.161, 2.182, -3.618], [-1.025, 1.551, -3.193], [-1.094, 1.294, -1.854], [1.391, 4.276, -3.512], [-0.311, 4.664, -5.369], [-1.132, 5.402, -4.015], [-1.730, 3.815, -4.552], [-0.356, 3.977, -2.471], [1.078, 1.800, -3.169], [0.213, 1.967, -4.686], [-0.921, 2.225, -1.315], [-0.528, 0.436, -1.491], [-2.144, 1.143, -1.602], [1.877, 3.931, -2.697], [1.902, 3.886, -4.292], [5.815, -0.816, -0.196], [5.629, -0.142, 1.190], [4.359, -0.753, 1.830], [4.516, -2.158, 2.091], [3.259, -2.792, 2.453], [6.844, -0.299, 1.964], [5.731, -1.902, -0.212], [6.804, -0.600, -0.600], [5.134, -0.548, -1.004], [5.539, 0.932, 1.026], [3.524, -0.508, 1.175], [4.102, -0.331, 2.802], [3.439, -3.811, 2.795], [2.580, -2.779, 1.600], [2.720, -2.206, 3.198], [6.833, 0.354, 2.734], [7.568, -0.023, 1.316]]
}